[1]
{
  "formula": "C54H54BBaF4N10O3PS",
  "method": "the ωB97M-V functional and the def2-TZVPD basis",
  "species": ["Ba", "C", "C", "C", "C", "N", "N", "B", "N", "N", "C", "C", "C", "C", "C", "C", "C", "C", "N", "N", "C", "C", "C", "C", "C", "C", "C", "C", "C", "C", "C", "C", "H", "H", "H", "H", "H", "H", "H", "H", "H", "H", "H", "H", "H", "H", "H", "H", "H", "H", "H", "H", "H", "H", "H", "H", "H", "H", "H", "H", "H", "H", "H", "H", "H", "H", "H", "H", "H", "H", "H", "H", "O", "S", "O", "O", "C", "C", "C", "C", "C", "C", "P", "C", "C", "C", "C", "C", "C", "C", "C", "C", "C", "C", "C", "H", "H", "H", "H", "H", "H", "H", "H", "H", "H", "H", "H", "H", "H", "F", "C", "C", "F", "C", "C", "C", "F", "C", "C", "C", "N", "C", "N", "F", "C", "C", "N", "C", "N"],
  "positions_angstrom": [[0.0581, 0.5654, 0.0247], [4.8454, 2.8945, -2.4683], [3.9061, 1.7706, -2.2127], [3.9312, 0.5455, -2.8438], [2.8643, -0.1758, -2.3035], [2.2294, 0.5798, -1.4037], [2.8754, 1.7628, -1.3387], [2.5043, 2.9849, -0.4838], [2.8234, 2.7883, 1.0680], [2.4036, 1.8429, 1.9206], [3.0287, 1.9238, 3.1016], [3.8998, 3.0050, 2.9969], [3.7528, 3.5198, 1.7259], [4.5370, 4.6654, 1.1941], [2.8693, 0.9761, 4.2653], [3.8347, 1.3897, 5.3849], [3.2241, -0.4531, 3.8327], [1.4427, 1.0155, 4.8351], [1.1253, 3.5632, -0.8097], [-0.0532, 2.9028, -0.8556], [-0.9891, 3.7675, -1.2384], [-0.3917, 5.0122, -1.4724], [0.9437, 4.8478, -1.1985], [1.9713, 5.9106, -1.3552], [-2.4760, 3.5652, -1.3917], [-2.8736, 3.9192, -2.8315], [-2.9537, 2.1456, -1.1270], [-3.1913, 4.5185, -0.4205], [2.4467, -1.5711, -2.6916], [2.2115, -2.4258, -1.4421], [1.1670, -1.4609, -3.5291], [3.5204, -2.2505, -3.5539], [5.5337, 2.5934, -3.2522], [5.4163, 3.1403, -1.5753], [4.3203, 3.7883, -2.7984], [4.6303, 0.2359, -3.5905], [3.2672, 3.8238, -0.7814], [4.5539, 3.3883, 3.7504], [5.1819, 5.0336, 1.9893], [3.8774, 5.4615, 0.8607], [5.1592, 4.3680, 0.3522], [4.8633, 1.4226, 5.0319], [3.7727, 0.6623, 6.1927], [3.5666, 2.3665, 5.7800], [4.2746, -0.5143, 3.5530], [2.6235, -0.7583, 2.9798], [3.0385, -1.1401, 4.6573], [1.0535, 2.0314, 4.8286], [1.4404, 0.6484, 5.8587], [0.7731, 0.3834, 4.2561], [-0.8576, 5.9128, -1.8122], [1.4888, 6.7913, -1.7692], [2.7627, 5.6051, -2.0341], [2.4182, 6.1770, -0.4015], [-2.4405, 3.1988, -3.5219], [-2.5411, 4.9152, -3.1076], [-3.9557, 3.8781, -2.9259], [-2.4390, 1.4514, -1.7844], [-4.0196, 2.0753, -1.3318], [-2.7868, 1.8588, -0.0990], [-2.9618, 5.5565, -0.6465], [-2.8948, 4.3168, 0.6070], [-4.2671, 4.3822, -0.5069], [1.4127, -2.0011, -0.8300], [3.1274, -2.4778, -0.8558], [1.9308, -3.4343, -1.7355], [0.3731, -1.0096, -2.9367], [0.8598, -2.4475, -3.8662], [1.3501, -0.8414, -4.4056], [4.4802, -2.2719, -3.0455], [3.6390, -1.7401, -4.5061], [3.2166, -3.2738, -3.7602], [-0.3563, 2.9889, 2.7269], [-0.5715, 1.5699, 2.5455], [1.4766, 1.0046, 1.6073], [-1.4506, 1.2375, 1.4150], [-1.6710, 0.9111, 3.9353], [-2.2199, 1.6499, 4.9560], [-2.9715, 0.9902, 5.9204], [-3.1395, -0.3828, 5.8359], [-2.5974, -1.1058, 4.7847], [-1.8450, -0.4561, 3.8096], [-1.1262, -1.2481, 2.3066], [-0.6865, -2.9191, 2.9408], [0.6800, -3.1786, 2.9264], [1.1904, -4.3751, 3.3951], [0.3232, -5.3333, 3.8914], [-1.0443, -5.1089, 3.8647], [-1.5525, -3.9154, 3.3820], [-2.6610, -1.6140, 1.4099], [-3.7126, -0.7069, 1.3442], [-4.7987, -0.9710, 0.5296], [-4.8546, -2.1475, -0.1995], [-3.8076, -3.0543, -0.1347], [-2.7032, -2.7784, 0.6472], [-2.0696, 2.7182, 4.9937], [-3.4131, 1.5444, 6.7375], [-3.7181, -0.9000, 6.5868], [-2.7711, -2.1674, 4.7198], [1.3451, -2.4252, 2.5231], [2.2554, -4.5588, 3.3659], [0.7105, -6.2629, 4.2810], [-1.7205, -5.8751, 4.2140], [-2.6220, -3.7743, 3.3268], [-3.6710, 0.2121, 1.9105], [-5.6066, -0.2584, 0.4615], [-5.7075, -2.3511, -0.8298], [-3.8471, -3.9754, -0.6986], [-1.8614, -3.4584, 0.6613], [-4.6471, -2.4003, -5.2000], [-3.5864, -3.1520, -4.8669], [-3.2576, -4.2271, -5.6523], [-4.0203, -4.4972, -6.7197], [-2.1293, -5.0500, -5.3863], [-1.4400, -4.7402, -4.1837], [-1.7722, -3.6675, -3.3995], [-1.0647, -3.4560, -2.2674], [-2.8291, -2.7843, -3.7295], [-3.0701, -1.5982, -2.9930], [-2.1643, -1.1634, -2.0477], [-1.3600, -0.7518, -1.3245], [-4.1368, -0.7120, -3.2119], [-4.9829, 0.0557, -3.3381], [-0.4146, -5.5159, -3.7953], [-1.7088, -6.0708, -6.2587], [-0.5620, -6.8469, -6.0380], [0.3773, -7.5012, -5.9247], [-2.3495, -6.3746, -7.4683], [-2.8097, -6.6772, -8.4778]],
  "mulliken_charge": [3.5818, -1.4135, 0.6699, -1.0836, -1.2547, 1.2439, 0.0263, -2.2129, 0.1119, 0.5868, -0.8602, -0.8699, 0.5998, -1.1368, 2.7578, -2.3977, -1.5171, -1.2203, 0.5766, 0.7139, -0.4411, -1.2306, 0.4436, -1.3513, 2.7537, -2.0101, -0.8047, -2.0493, 2.6158, -1.5826, -1.2280, -2.4155, 0.4209, 0.1452, 0.1963, 0.6051, -0.2244, 0.6816, 0.4391, 0.0818, 0.1302, 0.4486, 0.4731, 0.4394, 0.4752, -0.1187, 0.4524, 0.4554, 0.5129, -0.3371, 0.6005, 0.4398, 0.1819, 0.1387, 0.3486, 0.3917, 0.4857, -0.3821, 0.7674, -0.4379, 0.4244, 0.3691, 0.4718, -0.0137, 0.5107, 0.4787, -0.0181, 0.3371, 0.4518, 0.4801, 0.3900, 0.4731, -0.8719, 1.8561, -0.1013, -0.9324, -0.4938, -0.7863, -0.7735, -0.7482, -0.5186, -0.2978, 2.2422, 0.3919, -0.6166, -0.7983, -0.6145, -0.9064, 0.0419, 0.6255, -0.6478, -0.6762, -0.7443, -0.7996, -0.8673, 0.5746, 0.3747, 0.4143, 0.3627, -0.0613, 0.4816, 0.4026, 0.4382, 0.4123, 0.2539, 0.4608, 0.4479, 0.5873, 0.5079, -0.3098, 0.1104, 0.0409, -0.2991, 0.2803, 0.3235, 0.1656, -0.1382, 1.2113, 0.9645, -0.2333, -0.4879, -0.8469, -0.5528, -0.3387, 0.7846, -0.0917, -0.4701, -0.0493, -0.4519],
  "charge": 0,
  "homo_ha": -0.230,
  "relative_energy_ev": 4.5149,
  "gap_ev": 1.93,
  "e_tot_ha": -4052.624544
}



[2]
{
  "formula": "C6H6N",
  "method": "the ωB97M-V functional and the def2-TZVPD basis",
  "species": ["C", "C", "C", "C", "N", "C", "C", "H", "H", "H", "H", "H", "H"],
  "positions_angstrom": [[1.8965, 1.5218, 2.4172], [2.3836, 0.1977, 2.4620], [1.1455, 0.3186, 1.9936], [-0.0592, -0.0170, 1.3520], [-0.2566, -0.0281, 0.0901], [0.1225, 0.3996, -1.2119], [-1.2610, -0.1298, -0.9458], [3.1024, -0.4891, 2.6484], [-1.0287, -0.1888, 1.9471], [0.8266, -0.2972, -1.6721], [0.1539, 1.4917, -1.2437], [-2.0377, 0.4715, -0.8755], [-1.4134, -1.0054, -1.4967]],
  "mulliken_charge": [-0.5267, 0.0026, 0.1498, 0.1154, 0.0436, -0.2975, -0.4353, 0.4302, 0.3436, 0.2867, 0.2863, 0.3542, 0.2469],
  "charge": 1,
  "homo_ha": -0.517,
  "relative_energy_ev": 4.1516,
  "gap_ev": 8.99,
  "e_tot_ha": -286.482694
}



[3]
{
  "formula": "C6H15NO",
  "method": "the ωB97M-V functional and the def2-TZVPD basis",
  "species": ["H", "N", "C", "C", "C", "C", "C", "C", "H", "H", "H", "H", "H", "H", "H", "H", "H", "H", "H", "H", "O", "H", "H"],
  "positions_angstrom": [[-2.2047, 0.6999, -1.9806], [-1.9620, 0.7009, -0.9909], [-0.9383, 0.0285, -0.6971], [-0.0965, -0.7201, -1.6917], [-0.5245, -0.0325, 0.7637], [0.9627, 0.3049, 0.9104], [-0.7904, -1.4476, 1.2950], [-1.3492, 0.9647, 1.5802], [-0.6196, -0.8010, -2.6439], [0.1453, -1.7188, -1.3377], [0.8385, -0.1874, -1.8593], [1.5867, -0.4139, 0.3869], [1.2382, 0.2972, 1.9632], [1.1597, 1.2973, 0.5107], [-1.8307, -1.7208, 1.1339], [-0.1573, -2.1832, 0.8048], [-0.5862, -1.4837, 2.3630], [-1.1911, 1.9738, 1.2110], [-1.0630, 0.9206, 2.6288], [-2.4065, 0.7382, 1.4882], [2.9690, 0.6912, -1.9814], [3.2131, 1.1816, -1.1937], [3.6067, 0.9103, -2.6635]],
  "mulliken_charge": [0.2753, -0.6252, 0.3221, -1.2353, 2.0256, -1.7074, -1.7411, -1.9114, 0.4596, 0.3088, 0.1753, 0.4125, 0.4371, 0.3508, 0.4022, 0.3760, 0.4205, 0.4027, 0.4688, 0.4013, -0.6083, 0.3028, 0.2874],
  "charge": 0,
  "homo_ha": -0.342,
  "relative_energy_ev": 0.8258,
  "gap_ev": 9.93,
  "e_tot_ha": -367.600948
}



[4]
{
  "formula": "C32H34FN4",
  "method": "the ωB97M-V functional and the def2-TZVPD basis",
  "species": ["N", "C", "N", "C", "N", "N", "F", "H", "H", "H", "H", "C", "C", "C", "C", "C", "C", "H", "H", "H", "H", "H", "H", "C", "C", "C", "C", "C", "C", "H", "H", "H", "H", "H", "H", "C", "C", "C", "C", "C", "C", "H", "H", "H", "H", "H", "H", "C", "C", "C", "C", "C", "C", "H", "H", "H", "H", "H", "H", "C", "C", "C", "C", "C", "C", "H", "H", "H", "H", "H", "H"],
  "positions_angstrom": [[-5.2643, -1.8977, -3.2145], [-4.4628, -1.2881, -2.3395], [-4.5084, -0.0309, -1.8604], [-3.5142, 0.0854, -0.9997], [-2.8139, -1.0488, -0.8867], [-3.4055, -1.8843, -1.7627], [-2.9461, -3.1182, -1.8964], [-5.6170, -1.3810, -4.0038], [-5.6362, -2.8139, -3.0225], [-3.2761, 0.9729, -0.4305], [-1.9969, -1.2935, -0.3360], [-2.9965, 0.8961, 2.6903], [-3.5225, 1.4918, 3.8278], [-3.1115, 2.7670, 4.1908], [-2.1790, 3.4455, 3.4182], [-1.6510, 2.8511, 2.2811], [-2.0593, 1.5748, 1.9209], [-3.3187, -0.1023, 2.4140], [-4.2487, 0.9635, 4.4310], [-3.5166, 3.2315, 5.0799], [-1.8571, 4.4384, 3.7036], [-0.9197, 3.3808, 1.6832], [-1.6289, 1.1079, 1.0396], [3.0199, 5.2701, 2.6863], [3.3574, 6.0490, 3.7845], [2.6729, 5.8956, 4.9824], [1.6523, 4.9605, 5.0856], [1.3169, 4.1788, 3.9889], [1.9992, 4.3354, 2.7903], [3.5527, 5.3929, 1.7520], [4.1543, 6.7768, 3.7066], [2.9356, 6.5059, 5.8365], [1.1201, 4.8404, 6.0205], [0.5257, 3.4447, 4.0683], [1.7324, 3.7282, 1.9328], [-2.0541, -6.3340, -0.7070], [-3.0027, -5.7087, 0.0901], [-3.7273, -6.4385, 1.0225], [-3.4995, -7.8006, 1.1575], [-2.5516, -8.4281, 0.3608], [-1.8298, -7.6969, -0.5721], [-1.4850, -5.7653, -1.4327], [-3.1777, -4.6432, -0.0022], [-4.4674, -5.9498, 1.6430], [-4.0602, -8.3734, 1.8842], [-2.3739, -9.4899, 0.4683], [-1.0916, -8.1884, -1.1919], [0.9024, -0.7698, 0.4489], [1.6222, -1.5012, -0.4871], [2.7710, -0.9585, -1.0469], [3.2013, 0.3052, -0.6653], [2.4826, 1.0344, 0.2731], [1.3277, 0.4989, 0.8237], [0.0217, -1.2016, 0.9188], [1.3024, -2.4972, -0.7682], [3.3370, -1.5237, -1.7759], [4.1016, 0.7203, -1.0997], [2.8245, 2.0159, 0.5742], [0.7682, 1.0549, 1.5661], [4.0619, -0.0767, -5.6886], [3.6236, 0.5645, -4.5381], [4.1510, 1.7993, -4.1857], [5.1160, 2.3952, -4.9859], [5.5539, 1.7546, -6.1366], [5.0283, 0.5187, -6.4875], [3.6523, -1.0405, -5.9631], [2.8681, 0.1026, -3.9140], [3.8085, 2.2985, -3.2875], [5.5268, 3.3587, -4.7134], [6.3061, 2.2190, -6.7609], [5.3729, 0.0192, -7.3835]],
  "mulliken_charge": [-0.3752, 0.3906, -0.5044, -0.0301, 0.1550, 0.2023, -0.1470, 0.2442, 0.2568, 0.5127, 0.2792, -0.2581, -0.5596, -0.4402, -0.5115, -0.6800, -0.0230, 0.3468, 0.3829, 0.4030, 0.4763, 0.4644, 0.4160, -0.4433, -0.4032, -0.4236, -0.5671, -0.3076, -0.0472, 0.3768, 0.3675, 0.3685, 0.3780, 0.5407, 0.1472, -0.2648, 0.0333, -0.5967, -0.3415, -0.4341, -0.4498, 0.3433, 0.2465, 0.3529, 0.3704, 0.3703, 0.3650, -0.5339, -0.5923, -0.6698, -0.4302, -0.5204, -0.5169, 0.8115, 0.4568, 0.4632, 0.5377, 0.4014, 0.6036, -0.4831, -0.2525, -0.3624, -0.4247, -0.4012, -0.3712, 0.3563, 0.4328, 0.4195, 0.3663, 0.3631, 0.3640],
  "charge": 1,
  "homo_ha": -0.403,
  "relative_energy_ev": 0.0000,
  "gap_ev": 7.38,
  "e_tot_ha": -1558.301036
}